(a)
Molecular formula: C5H16NO
Method: DFT, the ωB97M-V functional and the def2-TZVPD basis

Last columns: bonded neighbours and bond lengths (Å).
Element x y z (Å)
1 C -0.084 -0.191 -2.048  C2 1.504, H7 1.105, H8 1.103, H9 1.087
2 C 0.634 -0.917 -0.944  C1 1.504, C3 1.544, H10 1.144, H19 1.093
3 C -0.223 -1.624 0.128  C2 1.544, C4 1.529, H11 1.100, H12 1.085
4 C -0.830 -0.652 1.140  C3 1.529, C5 1.526, H13 1.100, H14 1.104
5 C -2.015 0.229 0.757  C4 1.526, H15 1.092, H16 1.100, H17 1.092
6 N 2.352 0.941 0.944  H18 1.023, H20 1.027, H21 1.020
7 H -0.650 0.666 -1.640  C1 1.105
8 H -0.809 -0.892 -2.495  C1 1.103
9 H 0.573 0.156 -2.840  C1 1.087
10 H 1.222 -0.099 -0.402  C2 1.144
11 H -1.078 -2.061 -0.409  C3 1.100
12 H 0.311 -2.425 0.631  C3 1.085
13 H -1.218 -1.217 2.001  C4 1.100
14 H -0.002 -0.055 1.561  C4 1.104
15 H -2.384 0.566 1.728  C5 1.092
16 H -1.743 1.117 0.167  C5 1.100
17 H -2.836 -0.333 0.307  C5 1.092
18 H 1.487 1.397 0.644  N6 1.023
19 H 1.362 -1.605 -1.383  C2 1.093
20 H 3.173 1.306 0.447  N6 1.027
21 H 2.549 1.121 1.928  N6 1.020
22 H 0.049 2.772 -0.055  O23 0.984
23 O 0.159 1.801 -0.168  H22 0.984

Values from the calculation:
E_HOMO ... -15.087 eV
Charge ... +1
Frontier orbital gap ... 5.234 eV


(b)
Molecular formula: C5H16NO
Method: DFT, the ωB97M-V functional and the def2-TZVPD basis

Last columns: bonded neighbours and bond lengths (Å).
Element x y z (Å)
1 C -1.653 0.527 0.388  C2 1.528, N6 1.543, H7 1.088, H8 1.090
2 C -0.542 0.276 1.406  C1 1.528, C3 1.553, H9 1.093, H10 1.090
3 C 0.890 0.079 0.839  C2 1.553, C4 1.521, C5 1.534, H11 1.092
4 C 0.888 -0.763 -0.427  C3 1.521, H12 1.089, H13 1.094, H14 1.093
5 C 1.754 -0.527 1.953  C3 1.534, H15 1.095, H16 1.088, H17 1.095
6 N -1.235 1.308 -0.876  C1 1.543, H18 1.014, H19 1.005, H20 1.033
7 H -2.138 -0.402 0.095  C1 1.088
8 H -2.448 1.109 0.855  C1 1.090
9 H -0.454 1.138 2.072  C2 1.093
10 H -0.910 -0.584 1.965  C2 1.090
11 H 1.301 1.079 0.692  C3 1.092
12 H 1.253 -0.342 -1.362  C4 1.089
13 H 1.459 -1.688 -0.300  C4 1.094
14 H -0.116 -1.121 -0.671  C4 1.093
15 H 2.105 0.165 2.725  C5 1.095
16 H 2.629 -1.044 1.564  C5 1.088
17 H 1.207 -1.240 2.579  C5 1.095
18 H -0.468 1.889 -0.555  N6 1.014
19 H -2.053 1.781 -1.216  N6 1.005
20 H -0.853 0.630 -1.556  N6 1.033
21 H -0.154 -1.459 -3.011  O23 0.970
22 H -0.037 -0.269 -3.982  O23 0.935
23 O -0.426 -0.543 -3.176  H21 0.970, H22 0.935

Values from the calculation:
E_HOMO ... -15.120 eV
Charge ... +1
Frontier orbital gap ... 11.962 eV


Verdict on stability: (a) comes out at the bottom.